Record 1
{"formula": "C31H33BaBrN7O8P2", "method": "ωB97M-V/def2-TZVPD", "charge": -1, "energy_ha": -5468.84888, "orbital_gap_ha": 0.1927, "symbols": ["Ba", "C", "C", "C", "C", "C", "N", "C", "C", "C", "C", "C", "C", "C", "N", "C", "C", "C", "N", "C", "C", "N", "C", "C", "C", "N", "H", "H", "H", "H", "H", "H", "H", "H", "H", "H", "H", "H", "H", "H", "H", "H", "H", "H", "N", "C", "C", "P", "O", "O", "O", "P", "O", "O", "O", "H", "H", "H", "H", "H", "H", "H", "H", "C", "C", "N", "H", "H", "H", "Br", "C", "C", "C", "C", "C", "C", "C", "O", "O", "H", "H", "H", "H"], "xyz": [[-1.37473, -0.03362, -0.00556], [5.07318, 5.35228, -1.33087], [4.21592, 4.17536, -0.93990], [4.59377, 3.28160, 0.06294], [3.79051, 2.21997, 0.44847], [2.51565, 1.96837, -0.12836], [1.62783, 1.03148, 0.31245], [2.12105, -0.09078, 0.96281], [3.17645, -0.88915, 0.48310], [3.52246, -2.08372, 1.08540], [2.86227, -2.56988, 2.22203], [3.22328, -3.89663, 2.83810], [1.86034, -1.77199, 2.73958], [1.51957, -0.56694, 2.13947], [0.51153, 0.25922, 2.77467], [0.70413, 1.46355, 3.35444], [-0.51960, 1.92154, 3.77495], [-1.42949, 0.90839, 3.38074], [-0.80432, -0.09390, 2.77827], [2.18091, 2.85914, -1.19375], [3.00195, 3.91520, -1.56038], [0.98134, 2.65086, -1.95905], [0.70216, 1.36415, -2.46681], [-1.35445, 1.87867, -2.98637], [-1.10951, 3.25432, -2.47024], [0.00638, 3.60559, -1.94380], [6.12962, 5.16244, -1.12252], [4.80227, 6.26693, -0.79306], [4.99026, 5.57664, -2.39801], [5.54648, 3.42399, 0.56905], [4.12113, 1.57210, 1.25306], [3.68852, -0.56976, -0.41811], [4.32082, -2.68004, 0.64896], [4.23148, -4.20080, 2.54661], [2.54516, -4.69449, 2.52170], [3.19729, -3.85733, 3.93048], [1.31816, -2.06831, 3.63320], [1.69585, 1.88745, 3.39132], [-0.73500, 2.85986, 4.25996], [-2.50301, 0.87001, 3.50053], [2.65984, 4.54765, -2.37678], [1.51058, 0.66478, -2.30876], [-2.36426, 1.60796, -3.26729], [-1.90404, 3.99226, -2.45980], [-5.44419, 0.58318, 1.89385], [-5.10763, 0.79207, 0.40588], [-6.38827, 1.04064, -0.38667], [-3.98428, 2.34271, 0.49994], [-4.41881, 3.18387, -0.79385], [-4.47647, 3.03690, 1.73234], [-2.54970, 1.88904, 0.33527], [-4.12356, -0.71626, -0.07743], [-5.26238, -1.82283, -0.29147], [-3.37491, -0.46242, -1.35005], [-3.39996, -0.99887, 1.21543], [-5.33968, 1.51142, 2.33793], [-4.77058, -0.07739, 2.28894], [-6.38580, 0.21021, 1.99090], [-6.89541, 1.95255, -0.06208], [-7.06734, 0.18881, -0.29291], [-6.13985, 1.15751, -1.43879], [-4.85290, 3.99750, -0.51653], [-4.91262, -2.68473, -0.53874], [-0.18579, 0.26887, -4.80913], [-0.21752, 1.16941, -3.61877], [-0.64580, 0.76358, -2.24212], [-0.86825, -0.57224, -4.66872], [0.81708, -0.13074, -4.96523], [-0.47629, 0.80222, -5.71578], [2.07754, -3.20775, -2.57675], [1.48618, -4.36193, -1.16977], [2.26817, -5.49667, -0.98207], [1.91500, -6.44703, -0.03390], [0.75824, -6.26587, 0.71365], [-0.01481, -5.13398, 0.50215], [0.33396, -4.15136, -0.42806], [-0.58485, -2.94460, -0.47776], [-1.81774, -3.15863, -0.43639], [-0.03129, -1.81117, -0.56165], [3.15410, -5.62803, -1.58926], [2.54247, -7.31855, 0.10973], [0.46236, -7.00073, 1.45274], [-0.92816, -4.97312, 1.06225]]}

Record 2
{"formula": "C31H33Cl2N5OS4Ti", "method": "ωB97M-V/def2-TZVPD", "charge": 0, "energy_ha": -4912.69234, "orbital_gap_ha": 0.1862, "e_above_lowest_kj_mol": 213.0, "symbols": ["Ti", "C", "C", "C", "N", "C", "C", "C", "C", "C", "C", "C", "N", "C", "C", "C", "N", "C", "C", "C", "C", "C", "C", "C", "N", "C", "C", "H", "H", "H", "H", "H", "H", "H", "H", "H", "H", "H", "H", "H", "H", "H", "H", "H", "H", "H", "H", "H", "H", "H", "H", "H", "H", "O", "C", "S", "C", "C", "S", "S", "S", "Cl", "C", "Cl", "H", "H", "C", "C", "C", "N", "C", "C", "H", "H", "H", "H", "H"], "xyz": [[0.00850, -0.37588, -0.53794], [4.23666, 0.61521, -2.14734], [3.00678, 0.18526, -2.96034], [1.80451, 1.13768, -2.81042], [0.56976, 0.55903, -2.28519], [-0.54746, 1.14577, -2.75037], [-0.57285, 2.45063, -3.26225], [-1.57878, 3.16128, -3.89845], [-2.77621, 2.71446, -4.41493], [-3.29765, 1.43150, -4.29132], [-2.87053, 0.41134, -3.47997], [-1.75098, 0.31901, -2.62210], [-1.63989, -0.60230, -1.68936], [-2.81193, -1.35671, -1.30594], [-2.43244, -2.33592, -0.20649], [-1.25314, -3.15887, -0.70865], [-0.05084, -2.35872, -0.66912], [1.10273, -2.92919, -1.00209], [1.18752, -4.09319, -1.77631], [2.28307, -4.86472, -2.12680], [3.54044, -4.87222, -1.55774], [3.97452, -4.04209, -0.52565], [3.42420, -2.86924, -0.06844], [2.26183, -2.17676, -0.50261], [2.05603, -0.88741, -0.35147], [3.16459, -0.05301, 0.07988], [4.40260, -0.12726, -0.82661], [4.18989, 1.68871, -1.95425], [5.14215, 0.44056, -2.73183], [2.71072, -0.83230, -2.70656], [3.29352, 0.17692, -4.01179], [1.56980, 1.51772, -3.81452], [2.11698, 2.00065, -2.20649], [0.30241, 3.04938, -3.05371], [-1.35611, 4.20522, -4.07325], [-3.35800, 3.41791, -4.99360], [-4.19636, 1.22382, -4.85735], [-3.48448, -0.47907, -3.50569], [-3.20905, -1.92835, -2.15842], [-3.59411, -0.67132, -0.94793], [-3.27694, -2.98313, 0.03317], [-2.15891, -1.77161, 0.68906], [-1.48846, -3.49199, -1.73352], [-1.10654, -4.05829, -0.08906], [0.25850, -4.38566, -2.24844], [2.09314, -5.61444, -2.88406], [4.22994, -5.63533, -1.89418], [4.91061, -4.33121, -0.06298], [3.96715, -2.38141, 0.73363], [3.45311, -0.32310, 1.10890], [2.81623, 0.98307, 0.09510], [4.64538, -1.16887, -1.03619], [5.24269, 0.30321, -0.27856], [-4.99650, -0.32029, 4.54019], [-4.04037, 0.07077, 3.93603], [-2.67864, 0.91240, 4.66896], [-1.77744, 1.26841, 3.17642], [-2.28568, 0.73323, 2.03419], [-1.75815, 1.10479, 0.43504], [-3.80652, -0.17287, 2.20270], [-0.38063, 2.20153, 3.29055], [1.15948, 5.39310, -1.04337], [1.70865, 4.11797, 0.05429], [0.68894, 2.64843, -0.11305], [1.61895, 4.47337, 1.07987], [2.73687, 3.87505, -0.20700], [1.30143, -1.22500, 4.20569], [1.59452, -0.04919, 3.56163], [1.05260, 0.20101, 2.29562], [0.30604, -0.69915, 1.63105], [0.03484, -1.85023, 2.27624], [0.49504, -2.15117, 3.53565], [1.68311, -1.43875, 5.19224], [2.20421, 0.70986, 4.02543], [1.32965, 1.09807, 1.76376], [-0.57124, -2.57821, 1.75370], [0.25080, -3.09969, 3.98711]]}

Record 3
{"formula": "C31H33ClN2O2Si2Tl", "method": "ωB97M-V/def2-TZVPD", "charge": 1, "energy_ha": -2672.39523, "orbital_gap_ha": [0.2265, 0.1829], "e_above_lowest_kj_mol": 85.0, "symbols": ["C", "C", "C", "H", "C", "C", "H", "H", "H", "H", "Tl", "Si", "C", "C", "H", "C", "H", "C", "H", "C", "H", "C", "H", "C", "C", "H", "C", "H", "C", "H", "C", "H", "C", "H", "H", "Si", "C", "C", "H", "C", "H", "C", "H", "C", "H", "C", "H", "C", "C", "H", "C", "H", "C", "H", "C", "H", "C", "H", "H", "Cl", "C", "O", "C", "O", "N", "N", "H", "H", "H", "H", "H", "H"], "xyz": [[-0.57814, -0.05992, 0.49174], [-1.85832, -0.32035, -0.07848], [-1.78609, -1.55791, -0.79342], [-2.72178, 0.31008, 0.01279], [-0.46043, -2.06197, -0.65893], [0.29073, -1.13470, 0.13050], [1.31860, -1.26765, 0.42378], [-0.30381, 0.78726, 1.09457], [-2.59167, -2.00843, -1.34046], [-0.10562, -2.98159, -1.07511], [3.48029, -0.35036, -2.63181], [-1.42030, 0.35087, -4.24984], [-2.02618, 2.04412, -4.75233], [-1.12165, 3.10570, -4.82792], [-0.03510, 2.92627, -4.81928], [-1.58618, 4.42224, -4.94594], [-0.88547, 5.25162, -5.07239], [-2.95231, 4.70929, -4.89899], [-3.32529, 5.73991, -4.94410], [-3.85190, 3.64604, -4.71130], [-4.91500, 3.85104, -4.63455], [-3.40021, 2.32324, -4.64434], [-4.10183, 1.49991, -4.48570], [-1.63110, -1.32767, -5.08957], [-2.64144, -1.69855, -6.00801], [-3.28414, -0.91622, -6.43842], [-2.82624, -3.04494, -6.38082], [-3.63961, -3.32370, -7.05988], [-1.97152, -4.03705, -5.87353], [-2.10810, -5.08232, -6.16187], [-0.94646, -3.68456, -4.98320], [-0.24954, -4.45602, -4.62287], [-0.78406, -2.34726, -4.60335], [0.03033, -2.09418, -3.91105], [0.03828, 0.48534, -4.02872], [2.51711, 0.25028, -5.27419], [2.23122, -1.22574, -6.44514], [1.88264, -1.13963, -7.80734], [1.92683, -0.17178, -8.31361], [1.44026, -2.26433, -8.51341], [1.06998, -2.11943, -9.52584], [1.47928, -3.52378, -7.91431], [1.11667, -4.38516, -8.47324], [1.98391, -3.64113, -6.61746], [2.05244, -4.63400, -6.17720], [2.34786, -2.50771, -5.87950], [2.70566, -2.65314, -4.85464], [1.79941, 1.58986, -6.46052], [0.53007, 1.43123, -7.08535], [-0.09039, 0.56334, -6.82540], [0.05523, 2.32268, -8.04773], [-0.96758, 2.20711, -8.43412], [0.88765, 3.35896, -8.49809], [0.53475, 4.01724, -9.30297], [2.16498, 3.51652, -7.94787], [2.82030, 4.31838, -8.31115], [2.59338, 2.66290, -6.91388], [3.58840, 2.84278, -6.51266], [-2.14676, 0.17450, -3.02302], [4.56215, 0.68866, -5.27584], [3.38592, 0.33786, 3.62847], [4.19356, -0.40196, 2.69835], [4.02529, -0.14767, 1.37967], [4.20532, -0.96719, 0.48169], [3.59448, 1.15466, 1.15282], [3.44536, 1.45856, -0.24742], [2.33433, 0.41154, 3.32152], [3.78041, 1.35194, 3.78904], [3.45847, -0.24358, 4.56332], [4.09132, 1.86868, 1.67800], [2.47102, 1.22228, -0.46435], [3.53770, 2.47149, -0.36920]]}

Record 4
{"formula": "C31H33F10NO32", "method": "ωB97M-V/def2-TZVPD", "smiles": "O=C1OC[C@@H](F)O1.O=C1OC[C@@H](F)O1.O=C1OC[C@@H](F)O1.O=C1OC[C@@H](F)O1.O=C1OC[C@@H](F)O1.O=C1OC[C@@H](F)O1.O=C1OC[C@@H](F)O1.O=C1OC[C@@H](F)O1.O=C1OC[C@@H](F)O1.O=C1OC[C@@H](F)O1.C[N+](=O)[O-]", "charge": 0, "energy_ha": -4662.28779, "orbital_gap_ha": 0.3857, "e_above_lowest_kj_mol": 0.0, "symbols": ["O", "C", "O", "C", "C", "F", "O", "H", "H", "H", "O", "C", "O", "C", "C", "F", "O", "H", "H", "H", "O", "C", "O", "C", "C", "F", "O", "H", "H", "H", "O", "C", "O", "C", "C", "F", "O", "H", "H", "H", "O", "C", "O", "C", "C", "F", "O", "H", "H", "H", "O", "C", "O", "C", "C", "F", "O", "H", "H", "H", "O", "C", "O", "C", "C", "F", "O", "H", "H", "H", "O", "C", "O", "C", "C", "F", "O", "H", "H", "H", "O", "C", "O", "C", "C", "F", "O", "H", "H", "H", "O", "C", "O", "C", "C", "F", "O", "H", "H", "H", "C", "N", "O", "O", "H", "H", "H"], "xyz": [[-1.89670, 2.55427, -2.27560], [-2.79920, 1.94482, -2.74247], [-3.55629, 2.37883, -3.77338], [-4.42959, 1.31603, -4.17058], [-4.45245, 0.42084, -2.93927], [-4.35889, -0.88900, -3.29815], [-3.25460, 0.75540, -2.28880], [-5.39434, 1.69731, -4.48960], [-3.98554, 0.77812, -5.01104], [-5.34740, 0.54792, -2.33287], [3.23144, -7.05684, 1.54402], [2.44750, -6.35150, 1.01159], [1.40616, -5.75025, 1.63933], [0.77907, -4.86308, 0.72448], [1.24462, -5.35943, -0.62825], [1.51142, -4.37214, -1.50934], [2.48915, -5.98148, -0.29276], [-0.30358, -4.88970, 0.84063], [1.04741, -3.81717, 0.86043], [0.56840, -6.08611, -1.07330], [4.53659, 2.11750, -2.60403], [4.06302, 1.16715, -3.11422], [3.61503, 1.12039, -4.39113], [3.25064, -0.22302, -4.71900], [3.01995, -0.81838, -3.33871], [3.46852, -2.11016, -3.26579], [3.81134, -0.02706, -2.49421], [2.37945, -0.21007, -5.36307], [4.09297, -0.72985, -5.19067], [1.98869, -0.84953, -2.98228], [-0.81392, -2.54444, -0.45529], [-0.59544, -1.39140, -0.26942], [-1.44440, -0.52933, 0.30086], [-0.83038, 0.76317, 0.39750], [0.48000, 0.61252, -0.35255], [1.52319, 0.92238, 0.47218], [0.56469, -0.76706, -0.63059], [-1.39565, 1.61104, 0.02971], [-0.60714, 0.88330, 1.45818], [0.58907, 1.20438, -1.25783], [5.97187, -0.23221, 1.28469], [5.26132, -1.02402, 0.75882], [5.57141, -2.29595, 0.48128], [4.45016, -2.92749, -0.17266], [3.33008, -1.95886, 0.11313], [2.64230, -2.37895, 1.24560], [3.96701, -0.75338, 0.37166], [4.68242, -3.00736, -1.23519], [4.33750, -3.94133, 0.19963], [2.58907, -1.82834, -0.66405], [2.80377, 3.68122, 0.11346], [2.17808, 4.19688, -0.74482], [1.48694, 3.53054, -1.70620], [0.87224, 4.48201, -2.56844], [0.87321, 5.73767, -1.71165], [-0.21897, 5.82948, -0.89805], [2.00758, 5.54285, -0.91277], [1.50501, 4.66012, -3.43959], [-0.12482, 4.17449, -2.86954], [0.95982, 6.66071, -2.27885], [-1.75467, -5.67613, -1.56487], [-2.63266, -5.05176, -1.07610], [-2.98000, -5.07338, 0.22269], [-4.17416, -4.29837, 0.39045], [-4.20816, -3.45796, -0.87169], [-3.62254, -2.25089, -0.65153], [-3.44461, -4.20779, -1.76608], [-5.00880, -4.99849, 0.46627], [-4.16207, -3.72064, 1.31026], [-5.19720, -3.26641, -1.28047], [5.11259, 1.47286, 5.70992], [4.39815, 1.12970, 4.83122], [3.60933, 0.03941, 4.86208], [3.02622, -0.15727, 3.56364], [3.20374, 1.21280, 2.93381], [2.08204, 1.97543, 3.21626], [4.25857, 1.78021, 3.64131], [3.61407, -0.93396, 3.07967], [1.98471, -0.45377, 3.63233], [3.37523, 1.19104, 1.86497], [-0.34018, -0.56750, 3.33942], [-0.68850, -1.67781, 3.55950], [-1.00303, -2.60369, 2.62877], [-1.73619, -3.61644, 3.30530], [-1.08332, -3.59043, 4.68075], [0.04329, -4.34319, 4.71347], [-0.75278, -2.23542, 4.80724], [-2.78552, -3.31239, 3.38461], [-1.72846, -4.58500, 2.81215], [-1.75682, -3.91619, 5.46989], [-7.30516, 4.26232, -0.32413], [-6.15222, 4.52831, -0.35015], [-5.13713, 3.62468, -0.33400], [-3.96650, 4.28817, -0.80128], [-4.20884, 5.70590, -0.30455], [-3.69875, 6.65747, -1.10891], [-5.63579, 5.78097, -0.36653], [-3.04764, 3.85310, -0.42805], [-3.97711, 4.32829, -1.89449], [-3.90492, 5.87672, 0.72880], [0.49682, 4.30056, 2.70179], [-0.72764, 4.56261, 1.90281], [-1.05626, 3.80188, 1.01647], [-1.40356, 5.50895, 2.25680], [0.96707, 5.26981, 2.83547], [1.16324, 3.60446, 2.20570], [0.15738, 3.91283, 3.65787]]}